Here is a structure of composition C20H55N3O9 at a distorted geometry from the OMol25 dataset. Energies are from ωB97M-V/def2-TZVPD.

XYZ file:
```
87
Properties=species:S:1:pos:R:3:forces:R:3
O -0.182 0.088 0.941 0.1436 -12.8242 3.5338
H 0.390 0.472 0.272 -0.8156 -1.9463 1.9291
H -0.632 -0.692 0.610 1.0987 2.6041 1.7232
H 0.238 0.037 1.803 1.0552 -0.3704 1.3321
C 0.821 -2.451 2.759 -1.0456 1.0878 1.3134
C 0.176 -1.124 3.177 0.1980 0.3791 1.3776
O 0.674 0.143 2.678 4.3565 -2.0254 11.2067
H 1.133 -2.455 1.715 -3.6470 1.5553 2.8025
H 0.138 -3.262 3.014 -0.3645 -0.1258 -0.2887
H 1.741 -2.702 3.288 -0.6739 0.4385 0.4390
H 0.136 -1.173 4.265 0.4214 0.5278 0.4094
H -0.876 -1.326 2.973 -0.0727 0.9257 -0.4338
O 0.983 1.116 -0.217 4.8030 13.0830 0.4858
H 1.351 1.765 0.382 -0.1728 0.4484 0.6318
H 1.729 0.823 -0.740 2.0722 -0.5962 -1.3200
C 1.742 1.042 -5.769 -0.9893 1.1418 -0.5513
O 2.138 0.533 -4.547 3.1042 1.5285 -0.8172
C 2.329 1.486 -3.490 1.2886 -0.4634 0.0387
C 3.302 0.927 -2.320 -0.7820 1.0976 -0.1096
N 2.647 0.253 -1.186 8.2792 -0.3345 -2.2061
C 3.549 0.241 -0.032 1.3822 0.4656 0.0941
C 3.167 -0.725 1.030 -0.2441 1.2209 1.1755
O 3.535 -2.019 0.591 -0.1724 0.0929 0.9499
C 2.945 -2.897 1.542 2.2177 -3.2424 -3.0108
H 2.284 1.962 -5.990 0.1984 -0.0603 -0.4774
H 0.682 1.300 -5.776 -0.4436 0.4374 0.4255
H 1.738 0.322 -6.587 0.9688 -0.2929 0.2657
H 1.330 1.812 -3.200 0.1180 0.1783 0.5624
H 2.815 2.367 -3.908 0.2232 0.0917 -0.0443
H 3.785 1.747 -1.787 -0.1861 0.8735 -0.6275
H 4.164 0.385 -2.710 -0.3578 -0.2841 -0.4115
H 2.497 -0.716 -1.426 1.9750 1.0917 -1.2266
H 3.782 1.272 0.233 -0.8219 0.2284 0.7929
H 4.583 -0.089 -0.130 0.3388 -0.3205 -1.5846
H 2.138 -0.627 1.374 -0.1262 -0.2429 -0.1982
H 3.741 -0.458 1.918 0.2810 -0.0242 0.2354
H 1.880 -2.969 1.319 3.5237 -1.1731 -0.5994
H 3.183 -2.863 2.605 0.3915 1.1452 -0.5161
H 3.267 -3.903 1.271 0.6150 -0.2716 -0.2260
C -7.065 3.224 3.561 0.1693 1.0228 0.4593
O -6.110 3.029 2.589 0.4001 -1.6144 -1.5548
C -5.181 1.991 2.915 0.3800 0.4516 -1.3986
C -3.963 2.397 2.114 1.5926 0.1223 1.3312
N -2.714 1.604 2.476 -0.4141 1.4149 -0.6226
C -1.491 2.400 2.191 -0.0958 0.6009 -0.6106
C -1.311 2.406 0.610 -0.7317 1.2207 1.8470
O -1.201 1.091 0.246 -10.5295 9.6731 -10.0031
C -0.965 0.952 -1.248 -7.0009 6.3962 4.2942
H -7.492 2.306 3.965 -0.0570 -0.0314 0.0939
H -7.835 3.868 3.136 -0.1472 -0.1138 0.1340
H -6.483 3.798 4.282 -0.8368 0.0178 1.1422
H -5.406 1.033 2.447 -1.0516 -0.4035 0.6500
H -5.045 1.937 3.995 0.2913 -0.1455 -0.0400
H -3.825 3.438 2.405 0.4993 0.1406 -0.2069
H -4.237 2.399 1.059 0.0972 -0.1861 -0.1094
H -2.482 1.013 1.690 -1.2037 -1.4217 0.0989
H -0.646 1.956 2.718 0.0406 -0.4240 -0.3875
H -1.512 3.421 2.573 -0.5138 0.2100 -0.1200
H -0.426 3.009 0.405 0.1535 0.1913 -0.5584
H -2.211 2.784 0.125 -0.1123 1.1817 0.0715
H 0.055 1.288 -1.436 -3.6031 1.3056 0.3441
H -1.724 1.628 -1.643 -0.3562 -0.1318 -0.9039
H -1.072 -0.080 -1.581 -9.9152 4.7165 8.6068
C -2.796 -1.801 1.732 -0.0575 1.0303 -0.2726
O -1.667 -1.417 0.939 -4.5549 -1.9891 2.3680
C -1.419 -2.199 -0.121 1.1873 -3.7520 -0.8889
C 0.126 -2.199 -0.379 0.7641 -1.6768 -1.1549
N 0.783 -0.950 -0.601 -0.1227 -3.4018 -5.9604
C 0.479 -0.410 -2.007 5.9423 -4.8474 -2.6040
C 1.222 -1.082 -3.164 -3.4033 -2.0122 0.7470
O 2.541 -1.377 -2.789 0.2753 -1.8425 -3.0152
C 3.306 -2.201 -3.686 0.7247 0.5236 1.3938
H -2.849 -1.120 2.581 0.0575 0.1797 -0.2054
H -2.730 -2.804 2.155 0.1458 -0.3020 -0.4747
H -3.664 -1.628 1.096 -0.4101 -0.4405 0.2111
H -2.146 -2.134 -0.930 0.3308 0.9944 -0.7922
H -1.659 -3.215 0.192 0.4024 -0.7341 -0.0464
H 0.537 -2.910 -1.097 -1.4708 -0.3501 -1.5637
H 0.747 -2.725 0.346 -1.5175 0.5245 0.6362
H 1.765 -1.138 -0.742 -2.0157 -1.8017 2.0091
H 0.811 0.628 -2.018 0.5239 -2.4518 -1.3590
H -0.603 -0.277 -2.008 8.8581 -5.6846 -9.3867
H 1.050 -0.408 -4.003 0.0256 -1.1889 0.8574
H 0.721 -1.991 -3.498 -0.0779 -0.7518 0.4235
H 4.299 -2.113 -3.246 0.2258 -0.2846 -0.0931
H 3.421 -1.817 -4.699 -0.6954 -0.0135 -0.0530
H 3.023 -3.250 -3.593 -0.3313 0.0338 -0.4084
```
Forces are in eV/Å.

Output
Charge: 0
LUMO level, eV: 0.414
2S+1: 1
Highest occupied orbital energy, eV: -4.250


Here is the molecule C23H25N3O7 at a distorted geometry from the OMol25 dataset. Energies are from ωB97M-V/def2-TZVPD.

XYZ file:
```
58
Properties=species:S:1:pos:R:3:forces:R:3
C -2.263 1.958 -0.484 -0.2060 0.0671 0.1075
O -1.149 1.471 -1.190 0.3900 -0.3031 -0.0859
C -0.396 0.499 -0.609 0.1715 -0.1138 -0.2338
C -0.760 -0.226 0.519 -0.0900 0.1473 -0.0234
C 0.076 -1.216 1.011 0.2540 0.1578 -0.0834
C -0.349 -2.052 2.204 -0.1806 0.0518 -0.0849
C -1.246 -3.169 1.711 -0.4812 0.8509 0.7571
C -0.663 -4.204 0.974 0.0151 -0.4098 -0.2765
N -0.175 -5.051 0.367 0.1308 -0.2820 -0.1898
C -2.585 -3.130 1.897 0.3038 -0.4731 -0.0351
N -3.464 -4.088 1.479 -0.0544 0.3760 0.1840
O -3.207 -2.159 2.627 0.0025 -0.2791 -0.2931
C -2.428 -1.301 3.350 0.4919 0.3614 0.3906
C -1.095 -1.226 3.221 -0.1025 -0.7123 -0.4937
C -0.290 -0.311 4.042 -0.2588 0.4362 0.4109
O 0.920 -0.311 4.008 -0.0450 -0.0967 -0.1038
C -1.077 0.642 4.919 0.1827 -0.0156 0.2442
C -2.346 -0.005 5.460 -0.0300 0.1299 -0.1753
C -3.225 -0.463 4.301 -0.0271 -0.1692 0.0198
C 1.273 -1.506 0.378 0.0857 -0.0425 0.0339
C 1.660 -0.793 -0.750 -0.2243 0.2735 -0.2700
O 2.811 -0.989 -1.440 -0.3116 0.3006 -0.0377
C 3.685 -2.003 -1.001 0.1583 -0.2013 0.0879
C 0.817 0.209 -1.238 0.0356 0.1328 0.0804
O 1.192 0.913 -2.374 -0.1746 -0.3652 0.1474
C 1.452 2.235 -2.197 0.2629 0.4549 0.0271
O 1.439 2.808 -1.136 -0.0303 -0.0917 0.2872
N 1.762 2.819 -3.376 -0.0366 -0.1440 -0.0835
C 1.676 2.117 -4.642 -0.0357 -0.1419 -0.3566
C 2.339 2.968 -5.720 0.0856 -0.2767 0.0486
O 1.726 4.232 -5.877 -0.0275 0.0531 -0.1025
C 1.227 4.787 -4.672 -0.0540 0.1199 0.2537
C 1.953 4.253 -3.442 -0.0365 0.2522 -0.0200
H -3.049 1.199 -0.397 0.0417 0.0409 0.0156
H -1.979 2.310 0.512 -0.0040 -0.0193 -0.0203
H -2.638 2.796 -1.068 -0.0168 -0.0537 0.0715
H -1.694 -0.020 1.018 -0.1054 0.0521 0.0304
H 0.552 -2.466 2.672 -0.1440 0.0571 -0.0475
H -4.439 -3.840 1.486 0.0192 -0.0286 -0.0567
H -3.151 -4.715 0.757 -0.0172 0.0026 -0.0328
H -1.333 1.510 4.304 -0.0035 0.0597 -0.0293
H -0.430 0.987 5.727 0.0377 0.0059 -0.1015
H -2.079 -0.865 6.077 -0.0432 -0.0079 0.0383
H -2.894 0.703 6.084 0.0108 -0.0537 0.0107
H -3.614 0.407 3.762 -0.0606 -0.0178 -0.0095
H -4.081 -1.041 4.653 0.0026 0.0152 -0.0478
H 1.901 -2.284 0.780 0.1139 -0.0875 0.0356
H 3.202 -2.985 -1.024 0.0174 0.0430 0.0123
H 4.056 -1.801 0.009 -0.0227 -0.0131 -0.0332
H 4.519 -1.992 -1.700 -0.0410 -0.0357 0.0780
H 0.626 1.930 -4.904 0.1103 -0.0473 -0.0452
H 2.184 1.154 -4.557 -0.0644 0.0807 -0.1295
H 3.404 3.095 -5.477 -0.0944 -0.0477 -0.0490
H 2.263 2.475 -6.692 0.0644 -0.0439 0.1496
H 1.349 5.870 -4.753 -0.0465 -0.0918 0.0891
H 0.154 4.560 -4.583 0.1071 0.0615 0.0239
H 1.549 4.691 -2.527 0.0709 0.0210 -0.1363
H 3.021 4.495 -3.502 -0.0962 0.0607 0.0523
```
Forces are in eV/Å.

Output
SMILES: COc1cc([C@@H]2C(C#N)=C(N)OC3=C2C(=O)CCC3)cc(OC)c1OC(=O)N1CCOCC1
Charge: 0
LUMO level, eV: 0.357
2S+1: 1
Highest occupied orbital energy, eV: -8.282


Here is a cluster of 7 separate species, C43H87O6 in total at a distorted geometry from the OMol25 dataset. Energies are from ωB97M-V/def2-TZVPD.

XYZ file:
```
136
Properties=species:S:1:pos:R:3:forces:R:3
C 2.071 -2.005 4.067 0.0217 0.0316 -0.1107
C 3.103 -1.818 2.958 -0.4941 0.4466 0.6824
C 3.620 -0.368 2.767 -0.2648 -0.0825 -0.5063
C 2.639 0.495 1.950 -0.4347 -0.6217 0.3426
C 1.818 1.466 2.801 0.9313 0.6056 -0.5986
C 1.262 2.667 2.036 -0.7127 0.0188 0.3969
C -0.095 2.387 1.382 0.6530 -0.4233 0.1620
C -0.013 1.565 0.100 -0.2126 0.2770 -0.3489
C 0.115 2.330 -1.223 -0.2895 -0.0989 0.2875
C -0.857 3.491 -1.403 0.0719 -0.3676 -0.8082
C -2.323 3.041 -1.516 -0.0436 0.8556 0.6656
C -3.114 3.168 -0.188 -0.1287 -0.8246 -0.5615
C -3.588 1.805 0.364 -0.2799 1.0290 0.2757
C -3.782 1.833 1.888 0.7795 -0.0440 -0.1901
C -3.463 0.531 2.658 -1.1293 0.0802 -0.2455
C -3.551 -0.787 1.863 0.6729 -0.1550 0.7217
C -2.159 -1.369 1.526 -0.0465 0.1229 -0.4424
C -2.009 -1.834 0.078 -0.4407 -0.5355 0.3046
C -2.686 -3.213 -0.140 0.3040 0.7425 -0.0132
H 1.183 -1.398 3.828 -0.2154 0.0009 -0.0329
H 2.473 -1.592 5.008 0.0480 -0.0451 0.1459
H 2.605 -2.100 2.027 0.3223 -0.3032 -0.3224
H 3.962 -2.466 3.140 0.1706 -0.1914 -0.1624
H 3.699 0.079 3.754 0.3697 0.0152 0.2594
H 4.600 -0.359 2.275 0.1716 0.0569 0.0187
H 1.938 -0.202 1.492 -0.0434 -0.0959 -0.2485
H 3.130 1.017 1.129 0.1494 0.2514 -0.0096
H 2.503 1.861 3.550 -0.0022 0.0130 0.2759
H 1.032 0.934 3.322 -0.1331 -0.1306 0.1811
H 1.094 3.467 2.760 0.0560 0.1994 0.0647
H 1.982 3.047 1.313 0.1767 0.0081 -0.1674
H -0.649 1.794 2.109 -0.2520 0.0464 0.1318
H -0.635 3.316 1.251 -0.1539 0.1664 -0.1732
H -0.899 0.941 0.038 -0.1769 -0.1417 -0.0702
H 0.820 0.879 0.155 0.1596 -0.2325 0.1453
H -0.114 1.617 -2.015 0.1003 -0.0893 -0.2171
H 1.140 2.643 -1.407 0.2023 0.2403 0.1479
H -0.732 4.253 -0.639 -0.0521 0.1087 0.2078
H -0.606 3.966 -2.350 0.1756 0.1188 -0.1103
H -2.372 2.034 -1.921 -0.0128 -0.2431 0.0095
H -2.808 3.686 -2.244 -0.0710 0.0326 -0.2300
H -2.515 3.670 0.559 0.1858 0.1655 0.1323
H -3.981 3.794 -0.377 -0.1864 0.1804 0.1694
H -4.556 1.623 -0.095 -0.0310 -0.5278 -0.2729
H -2.883 1.052 0.044 0.0683 -0.3467 0.0808
H -4.778 2.202 2.113 -0.2668 -0.1066 0.0630
H -3.105 2.599 2.263 0.0543 0.1460 0.1997
H -4.191 0.463 3.465 -0.0335 0.0661 0.2281
H -2.504 0.617 3.152 0.3690 -0.0965 -0.0567
H -4.190 -0.709 0.988 -0.0105 0.1655 -0.2120
H -4.032 -1.503 2.523 -0.2762 -0.1863 -0.0165
H -1.968 -2.211 2.183 0.1770 -0.1740 0.1307
H -1.375 -0.654 1.757 0.0598 0.3008 0.0263
H -0.959 -1.912 -0.177 0.2528 0.1305 -0.0997
H -2.473 -1.094 -0.572 0.1012 0.1451 -0.1928
H -3.221 -3.492 0.757 -0.2733 -0.2484 0.0986
H -1.938 -3.970 -0.339 0.0702 -0.2511 -0.0418
H -3.382 -3.178 -0.971 -0.1764 -0.1558 -0.1660
C -1.662 2.190 5.807 -0.0134 -0.1053 -0.0395
C -2.064 2.504 7.244 0.0430 0.1610 0.0333
C -1.811 1.171 7.933 -0.0258 -0.1223 -0.0713
O -0.732 0.556 7.240 -0.0083 0.0679 0.0126
C -0.475 1.253 6.015 -0.0058 0.0221 0.0273
H -1.409 3.072 5.219 0.0382 -0.0040 0.0048
H -2.473 1.663 5.299 0.0209 0.0018 -0.0125
H -1.405 3.272 7.657 -0.0005 -0.0061 -0.0029
H -3.093 2.846 7.349 -0.0048 -0.0186 -0.0110
H -2.689 0.516 7.864 -0.0426 0.0488 0.0424
H -1.545 1.281 8.986 0.0188 -0.0331 0.0046
H 0.460 1.813 6.126 -0.0831 -0.0520 -0.0274
H -0.343 0.528 5.211 0.0332 -0.0712 0.0665
C -0.638 1.881 -7.108 0.1115 0.0589 -0.0095
C -0.587 0.519 -6.424 -0.1041 -0.0864 -0.0163
C 0.028 0.872 -5.079 0.1212 0.0455 0.0293
O -0.387 2.209 -4.780 -0.0236 0.0077 -0.0873
C -0.975 2.799 -5.940 -0.0768 -0.0421 0.0675
H -1.365 1.939 -7.917 -0.0182 -0.0042 0.0130
H 0.345 2.132 -7.514 -0.0094 0.0037 -0.0042
H -1.602 0.135 -6.289 0.0141 -0.0118 0.0258
H -0.013 -0.226 -6.970 -0.0230 0.0112 -0.0385
H 1.123 0.853 -5.128 -0.0014 -0.0659 -0.0051
H -0.293 0.208 -4.275 -0.0020 0.0493 0.0420
H -2.058 2.867 -5.785 -0.0086 0.0247 -0.0576
H -0.580 3.809 -6.066 0.0104 0.0095 0.0585
C 2.675 -3.535 -7.551 -0.0772 -0.1154 0.0291
C 2.615 -3.657 -9.070 0.0891 0.0591 -0.0419
C 1.244 -3.068 -9.375 -0.1024 -0.0149 0.0764
O 0.996 -2.081 -8.373 0.0504 -0.1106 0.0221
C 1.965 -2.212 -7.318 0.0551 0.1838 -0.1118
H 3.685 -3.544 -7.146 0.0015 0.0393 0.0051
H 2.114 -4.352 -7.089 0.0143 0.0064 0.0119
H 3.397 -3.045 -9.526 -0.0088 -0.0045 -0.0072
H 2.726 -4.678 -9.435 -0.0171 -0.0059 0.0067
H 0.461 -3.831 -9.314 0.0317 -0.0396 -0.0494
H 1.194 -2.599 -10.359 -0.0353 0.0371 0.0136
H 2.661 -1.373 -7.384 0.0486 -0.0309 0.0901
H 1.462 -2.167 -6.352 -0.0595 0.0231 -0.0290
C 3.930 3.235 7.314 -0.0783 -0.0814 0.0553
C 3.905 3.216 5.789 0.1031 0.0529 -0.0325
C 2.566 3.875 5.497 -0.0994 -0.0771 0.0415
O 2.327 4.804 6.566 0.0472 -0.0314 -0.0043
C 3.262 4.568 7.619 0.0472 0.0723 -0.0646
H 4.931 3.158 7.738 0.0070 0.0134 -0.0100
H 3.329 2.412 7.706 0.0037 -0.0014 -0.0022
H 4.721 3.827 5.393 -0.0095 -0.0049 -0.0086
H 3.986 2.219 5.361 -0.0335 -0.0122 0.0167
H 1.757 3.137 5.491 0.1031 0.0549 -0.0921
H 2.554 4.409 4.547 -0.0349 0.0570 0.0236
H 3.993 5.386 7.625 0.0286 -0.0246 0.0525
H 2.733 4.571 8.574 -0.0413 0.0256 -0.0171
C -6.084 -7.248 0.359 0.0740 -0.0890 0.0043
C -6.592 -6.993 1.774 -0.1051 0.0498 -0.0111
C -5.527 -6.049 2.317 0.1259 -0.0309 -0.0071
O -5.046 -5.299 1.200 -0.1027 -0.0831 0.0312
C -5.514 -5.886 -0.014 -0.0430 0.1126 0.0106
H -6.855 -7.587 -0.332 -0.0127 0.0158 0.0039
H -5.288 -7.997 0.377 -0.0007 0.0085 -0.0105
H -7.561 -6.488 1.739 0.0064 -0.0020 0.0093
H -6.701 -7.896 2.374 0.0222 -0.0071 -0.0018
H -4.688 -6.602 2.751 -0.0345 -0.0201 0.0448
H -5.912 -5.361 3.070 0.0313 0.0450 -0.0188
H -6.287 -5.236 -0.439 -0.0089 -0.0421 -0.0549
H -4.687 -5.949 -0.722 0.0334 0.0468 0.0282
C 5.822 0.288 -4.240 0.0192 -0.0935 0.0941
C 6.698 -0.356 -5.310 0.0173 0.0944 -0.0861
C 5.809 -1.493 -5.794 -0.0474 -0.0797 0.0945
O 4.460 -1.045 -5.642 0.0925 0.0348 0.0135
C 4.436 0.151 -4.852 -0.0533 0.0560 -0.0769
H 6.084 1.321 -4.019 -0.0035 0.0085 -0.0174
H 5.882 -0.285 -3.312 -0.0148 0.0175 0.0033
H 6.879 0.353 -6.122 0.0056 -0.0154 -0.0040
H 7.662 -0.703 -4.940 -0.0103 -0.0146 0.0195
H 5.947 -2.392 -5.184 0.0597 -0.0008 -0.0154
H 5.984 -1.754 -6.840 -0.0529 -0.0019 -0.0131
H 4.206 0.996 -5.510 0.0029 0.0326 0.0395
H 3.648 0.070 -4.104 -0.0246 -0.0496 -0.0263
```
Forces are in eV/Å.

Output
Charge: -1
LUMO level, eV: 2.100
2S+1: 1
Highest occupied orbital energy, eV: -0.948


Here is a structure of composition C8H12N4 at a distorted geometry from the OMol25 dataset. Energies are from ωB97M-V/def2-TZVPD.

XYZ file:
```
24
Properties=species:S:1:pos:R:3:forces:R:3
C 2.064 -0.492 -1.188 1.0687 0.1612 1.7301
C 2.184 0.385 0.859 0.9823 1.5000 0.7887
C 1.316 -0.154 -0.033 -1.3990 0.2361 0.0095
C -0.111 -0.195 0.226 -1.9764 1.3856 -4.7826
C -1.047 1.344 -0.707 2.8351 -3.1494 3.1147
C -0.956 -1.228 -0.587 1.3963 -1.1788 4.1412
C -1.371 2.167 0.544 -0.7441 -0.9519 -0.1152
C -1.648 -2.190 0.477 -1.0896 0.4195 -1.3832
N 3.367 -0.289 -0.948 0.3605 0.9000 0.6513
N -2.043 0.602 -1.350 -1.5395 -1.0671 0.1871
N -2.019 -0.639 -1.265 -1.6014 2.1180 -2.3008
N 3.406 0.302 0.298 -0.8302 -0.4438 -0.3290
H 1.705 -0.858 -2.135 0.2260 -0.1963 -0.0004
H 2.105 1.092 1.740 -0.3739 -1.5488 -0.9250
H -0.404 -0.031 1.228 -0.2359 -0.1624 0.9317
H -0.329 1.609 -1.467 0.2479 0.9691 0.1182
H -0.375 -1.863 -1.266 -0.0312 0.3469 -0.0493
H -2.190 2.843 0.388 -0.1392 0.9502 -0.3154
H -0.483 2.662 0.967 -0.4191 -0.1863 -0.3260
H -1.820 1.477 1.312 0.6880 0.5023 -0.6047
H -0.819 -2.696 1.000 -0.7910 0.3391 0.4110
H -2.299 -2.966 -0.050 0.9178 0.9670 0.6684
H -2.381 -1.500 1.049 1.4972 -1.4193 -0.2811
H 4.148 0.619 0.907 0.9507 -0.4907 -1.3393
```
Forces are in eV/Å.

Output
Charge: 0
LUMO level, eV: 0.709
2S+1: 1
Highest occupied orbital energy, eV: -7.821